Record 1
This record from the Open Molecules 2025 dataset describes 3 unconnected molecules or ions with the total composition C16H35N3O7. The level of theory is wB97M-V/def2-TZVPD.

The geometry in XYZ format:
```
61
Properties=species:S:1:pos:R:3:mulliken_charge:R:1
N 1.11837 -2.79496 -3.24439 -0.522
C 2.46350 -3.05667 -2.72505 0.907
N 3.29435 -3.86651 -3.60188 -0.736
N 2.34164 -3.81365 -1.48512 -0.733
C 3.22150 -1.73395 -2.53623 -1.052
C 2.53773 -0.73365 -1.64559 0.519
O 1.45136 -0.83235 -1.13812 -0.528
O 3.34406 0.32885 -1.43185 -0.363
C 2.90584 1.25543 -0.42662 -0.046
C 2.83426 0.63496 0.96755 -0.001
O 1.68057 1.12609 1.61770 -0.439
C 0.95854 0.22592 2.41381 -0.130
O 1.16022 0.41471 3.78560 -0.424
C 2.49101 0.29699 4.24770 -0.356
C 3.09989 -1.09230 4.10781 -0.198
O 4.46904 -1.07095 4.48344 -0.529
H 1.04022 -3.14781 -4.18910 0.225
H 0.43437 -3.28402 -2.68165 0.233
H 3.43984 -3.40693 -4.49243 0.269
H 2.83769 -4.75744 -3.76439 0.277
H 3.26325 -4.11685 -1.19316 0.295
H 1.94171 -3.23217 -0.75663 0.229
H 3.44372 -1.27427 -3.50237 0.369
H 4.18801 -1.93358 -2.06907 0.246
H 3.63732 2.05755 -0.46138 0.321
H 1.93044 1.66947 -0.67762 -0.093
H 2.80653 -0.45379 0.88952 0.241
H 3.72749 0.90277 1.54307 0.218
H -0.10024 0.41822 2.25837 0.078
H 1.19029 -0.80109 2.10701 0.338
H 2.46670 0.56483 5.30251 0.320
H 3.13737 1.02814 3.74513 0.258
H 2.61592 -1.79423 4.78521 0.336
H 2.99020 -1.48114 3.09067 0.144
H 4.92374 -0.41248 3.94907 0.314
C -0.70801 2.77488 -1.74406 -0.476
C -0.96536 1.33042 -2.17110 -0.086
C -2.47888 1.24460 -2.04010 -0.038
O -2.98617 2.55162 -2.32236 -0.428
C -1.91229 3.49219 -2.34177 -0.475
H 0.23926 3.17640 -2.10393 0.382
H -0.72144 2.85403 -0.65416 0.176
H -0.66469 1.18432 -3.21114 0.218
H -0.44611 0.59294 -1.56303 0.046
H -2.76865 0.96652 -1.02198 -0.255
H -2.93118 0.53387 -2.73315 0.367
H -1.71771 3.79331 -3.37714 0.268
H -2.21167 4.37615 -1.77693 0.299
C -4.35819 0.35668 1.18330 -0.181
C -5.17867 1.62828 0.97544 -0.457
C -6.56850 1.16100 1.38751 -0.460
O -6.37486 0.16576 2.39435 -0.395
C -5.00163 -0.22078 2.43742 -0.486
H -3.29142 0.54340 1.30395 0.095
H -4.49507 -0.31926 0.33629 0.230
H -4.82774 2.41647 1.64502 0.268
H -5.14365 2.00780 -0.04519 0.294
H -7.10130 0.71421 0.54118 0.265
H -7.18598 1.95976 1.80003 0.283
H -4.54080 0.19137 3.34198 0.266
H -4.94575 -1.30903 2.48806 0.295
```

Summary:
LUMO level (eV): 0.4075
Structure (SMILES): NC(N)(N)CC(=O)OCCOCOCCO.C1CCOC1.C1CCOC1
Kohn-Sham gap (eV): 9.7
Total energy (a.u.): -1321.5405
ΔE to the lowest compared entry with this formula, charge and spin (eV): 0.0000
Max |F| (eV/A): 0.3

---

Record 2
This record from the Open Molecules 2025 dataset describes 8 unconnected molecules or ions with the total composition C28H72F8N7O19PS8 in a non-equilibrium geometry. The level of theory is wB97M-V/def2-TZVPD.

The geometry in XYZ format:
```
143
Properties=species:S:1:pos:R:3:mulliken_charge:R:1
C -22.65932 -14.81047 -13.70678 -1.367
C -22.92515 -14.67076 -12.13255 0.230
C -23.12090 -15.97027 -11.30005 -0.679
O -24.04745 -16.91768 -12.00194 -0.322
C -24.49984 -17.88164 -11.04531 -0.776
N -21.81430 -13.84516 -11.47744 -0.299
H -21.55127 -12.96834 -11.90419 0.360
H -22.10232 -13.64307 -10.53070 0.372
H -20.98211 -14.40378 -11.35294 0.369
H -22.73570 -13.88488 -14.27735 0.408
H -23.29061 -15.50677 -14.25882 0.334
H -21.65927 -15.19808 -13.90110 0.398
H -23.83882 -14.07645 -12.12274 0.201
H -23.62410 -15.66118 -10.38388 0.448
H -22.16146 -16.46442 -11.14713 0.420
H -24.69072 -18.78609 -11.62293 0.272
H -25.37980 -17.56013 -10.48818 0.291
H -23.70665 -18.18472 -10.36186 0.337
C -6.31664 -16.63893 -10.96639 -1.441
C -6.31106 -16.60996 -12.41132 0.319
C -5.42239 -15.55869 -13.21081 -0.658
O -5.71784 -15.76852 -14.62551 -0.347
C -5.22659 -14.86997 -15.57833 -0.802
N -5.99428 -18.02112 -12.81547 -0.270
H -6.12263 -18.06325 -13.81640 0.351
H -5.01391 -18.19765 -12.64876 0.359
H -6.57923 -18.72517 -12.38857 0.357
H -6.21576 -15.62225 -10.58653 0.362
H -5.45451 -17.16139 -10.55182 0.396
H -7.24455 -16.97387 -10.50282 0.413
H -7.33774 -16.43322 -12.73193 0.234
H -4.35062 -15.66505 -13.04318 0.413
H -5.71095 -14.57090 -12.85150 0.380
H -6.04881 -14.15937 -15.66258 0.311
H -4.90970 -15.38148 -16.48720 0.275
H -4.38412 -14.19279 -15.43773 0.349
C -11.59892 -12.06314 -7.35750 -1.207
C -12.32814 -13.13633 -6.41216 0.225
C -11.82571 -13.23144 -4.95524 -0.704
O -12.75286 -14.05628 -4.25962 -0.369
C -12.29061 -15.14233 -3.56000 -0.710
N -13.85393 -12.81928 -6.53479 -0.356
H -14.01404 -11.83061 -6.40440 0.371
H -14.43106 -13.20076 -7.27065 0.336
H -14.45221 -13.21262 -5.82245 0.357
H -10.51233 -12.14670 -7.33659 0.336
H -11.99081 -11.06175 -7.17936 0.369
H -11.79801 -12.18175 -8.42258 0.405
H -12.35109 -14.17271 -6.74904 0.309
H -11.80920 -12.38131 -4.27325 0.342
H -10.85514 -13.72244 -5.02609 0.425
H -11.94412 -15.79695 -4.35970 0.332
H -13.03311 -15.71608 -3.00536 0.242
H -11.48980 -14.86517 -2.87446 0.297
C -17.53254 -27.47816 -9.82154 -1.187
C -18.24020 -28.51031 -8.88920 -0.539
C -17.38818 -29.02679 -7.74813 -0.422
C -18.07746 -30.03297 -6.81598 -1.140
P -16.97850 -30.67330 -5.47533 0.776
C -16.29316 -29.22526 -4.56895 -1.167
C -15.66434 -29.62345 -3.28434 -0.727
C -15.05045 -28.38852 -2.66546 -0.501
C -13.91967 -27.78820 -3.38882 -1.261
C -15.63880 -31.69076 -6.25155 -1.109
C -14.54042 -30.79977 -6.74790 0.161
C -13.53769 -31.62641 -7.55848 -1.128
C -14.04006 -32.29616 -8.95321 -1.145
C -17.84855 -31.76322 -4.28383 -1.213
C -18.70355 -32.72344 -5.00467 -0.660
C -19.38756 -33.63277 -3.96951 -0.586
C -20.13920 -34.77000 -4.69137 -1.314
H -17.23130 -27.79218 -10.82091 0.304
H -16.64276 -27.15748 -9.27974 0.334
H -18.04101 -26.53077 -10.00041 0.330
H -18.51508 -29.30694 -9.58051 0.346
H -19.14696 -28.13417 -8.41550 0.367
H -17.02784 -28.19329 -7.14519 0.355
H -16.50380 -29.53429 -8.13337 0.120
H -18.48893 -30.83001 -7.43527 0.513
H -18.95307 -29.66851 -6.27878 0.654
H -17.12172 -28.58803 -4.25987 0.636
H -15.81458 -28.60000 -5.32268 0.506
H -14.94541 -30.43750 -3.37691 0.438
H -16.38219 -30.17151 -2.67408 0.441
H -14.65196 -28.61167 -1.67576 0.323
H -15.78348 -27.58275 -2.62667 0.309
H -13.12441 -28.51951 -3.53325 0.307
H -13.37435 -27.04603 -2.80582 0.373
H -14.04443 -27.47690 -4.42595 0.315
H -16.09435 -32.15584 -7.12578 0.563
H -15.26813 -32.54916 -5.69133 0.608
H -13.87485 -30.45874 -5.95493 -0.014
H -14.65714 -29.94968 -7.42008 0.314
H -13.36076 -32.45083 -6.86773 0.394
H -12.52747 -31.23178 -7.66722 0.480
H -14.05920 -31.48850 -9.68493 0.311
H -15.05700 -32.68813 -8.97013 0.291
H -13.45481 -33.16254 -9.26138 0.391
H -18.33783 -31.10822 -3.56294 0.642
H -17.26830 -32.41159 -3.62730 0.631
H -18.06318 -33.14871 -5.77745 0.446
H -19.56495 -32.30243 -5.52316 0.301
H -19.98851 -33.05337 -3.26862 0.380
H -18.65528 -34.14867 -3.34845 0.375
H -20.93296 -34.43415 -5.35865 0.365
H -20.38909 -35.48782 -3.91009 0.389
H -19.43517 -35.29916 -5.33358 0.321
N -19.70877 -7.47471 -13.39570 -0.335
S -20.80310 -6.67927 -14.52323 1.095
O -21.71477 -7.50021 -15.30787 -0.568
O -20.34253 -5.51696 -15.15314 -0.505
F -21.82739 -5.99461 -13.42010 -0.299
S -18.50580 -7.52421 -14.32766 1.103
O -17.61793 -6.44269 -14.19006 -0.575
O -18.62863 -8.07409 -15.69259 -0.599
F -17.62599 -8.68948 -13.61278 -0.317
N -9.24670 -23.49618 -10.17204 -0.280
S -9.67096 -24.30288 -11.66201 1.064
O -9.63773 -23.45157 -12.85721 -0.582
O -10.56212 -25.41850 -11.63662 -0.516
F -8.22782 -24.97378 -11.70990 -0.264
S -10.65665 -23.38684 -9.67365 1.048
O -11.18955 -24.56408 -8.96533 -0.594
O -11.53860 -22.53900 -10.46208 -0.566
F -10.26720 -22.42301 -8.44027 -0.310
N -23.33731 -11.16214 -6.26048 -0.340
S -24.92169 -10.93512 -6.17017 1.105
O -25.52504 -10.12669 -5.13334 -0.531
O -25.63801 -12.09562 -6.64998 -0.591
F -24.92425 -9.93238 -7.47506 -0.309
S -23.26522 -11.80560 -4.71625 1.112
O -24.09454 -12.84305 -4.19490 -0.543
O -23.05228 -10.77463 -3.74318 -0.592
F -21.75557 -12.44028 -4.63125 -0.310
N -16.77804 -16.30944 -10.75954 -0.218
S -15.89750 -16.92190 -11.74379 1.022
O -16.41956 -18.03382 -12.54970 -0.590
O -14.46929 -16.86949 -11.39099 -0.599
F -16.07822 -15.77235 -12.88468 -0.322
S -16.73845 -17.67154 -9.67442 1.074
O -15.49027 -17.80497 -8.91507 -0.585
O -17.38335 -18.89546 -9.96674 -0.538
F -17.72880 -17.10621 -8.62769 -0.243
```

Summary:
LUMO level (eV): -1.7081
Kohn-Sham gap (eV): 5.7
Total energy (a.u.): -7248.0009
ΔE to the lowest compared entry with this formula, charge and spin (eV): 13.9934
Max |F| (eV/A): 11.2

---

Record 3
This record from the Open Molecules 2025 dataset describes a molecular structure, C25H46N3OP2PbSe in a non-equilibrium geometry. The level of theory is wB97M-V/def2-TZVPD.

The geometry in XYZ format:
```
79
Properties=species:S:1:pos:R:3:mulliken_charge:R:1
Pb 0.10721 -1.09370 -0.37449 2.223
P -1.36512 -1.93908 -2.08578 -0.624
P 1.28267 -1.05010 1.73926 -0.828
N 0.09263 -3.44705 0.10928 -0.128
C -1.77584 -3.61907 -1.47399 -0.830
H -2.87271 -3.73136 -1.51152 0.382
H -1.36092 -4.34460 -2.20019 0.418
C -1.28427 -3.95110 -0.07172 -1.201
H -1.91414 -3.49835 0.70290 0.333
H -1.23945 -5.03900 0.10683 0.614
C 0.85405 -3.78593 1.34410 -1.153
H 1.89039 -3.93890 1.03021 0.429
H 0.44750 -4.73129 1.70209 0.425
C 0.76840 -2.67725 2.39333 -0.755
H 1.41699 -2.93393 3.25339 0.489
H -0.26122 -2.58634 2.77849 0.438
C 0.95085 0.25964 2.91722 1.180
C -0.37855 1.01692 2.76671 -1.676
H -1.24464 0.44749 3.10796 0.441
H -0.54660 1.31131 1.71619 -0.053
H -0.33630 1.95202 3.34782 0.547
C 3.06628 -1.14594 1.38254 0.631
C 3.57778 0.12137 0.66267 -1.345
H 4.26919 -0.16102 -0.13673 0.378
H 4.11191 0.78908 1.34576 0.481
H 2.73648 0.67587 0.20637 -0.091
C -0.51831 -2.14388 -3.67509 0.995
C -0.58063 -0.84008 -4.47996 -1.422
H 0.16568 -0.83428 -5.29342 0.508
H -0.39740 0.02139 -3.83988 0.053
H -1.56596 -0.74011 -4.95645 0.338
C -2.95691 -1.08447 -2.27267 0.505
C -2.86561 0.42009 -2.53337 -0.868
H -3.84277 0.88959 -2.34548 0.491
H -2.56376 0.65948 -3.55776 0.212
H -2.13108 0.90184 -1.85268 -0.271
C -1.62107 -0.77270 0.74146 -0.296
O -2.68722 -0.56436 1.33692 -0.636
C 3.85298 -1.41396 2.69622 -1.863
H 3.22514 -1.31344 3.57998 0.493
H 4.28909 -2.42179 2.69632 0.271
H 4.68439 -0.70326 2.78373 0.473
C -1.24569 -3.29089 -4.39430 -1.720
H -1.44153 -3.01223 -5.43785 0.370
H -0.64414 -4.19529 -4.38169 0.334
H -2.21103 -3.52102 -3.93098 0.564
C -3.78936 -1.80779 -3.34788 -1.550
H -4.77761 -1.33261 -3.42107 0.468
H -3.32279 -1.74143 -4.33313 0.267
H -3.95147 -2.86059 -3.10583 0.364
C 2.13823 1.21486 2.93811 -1.604
H 2.29821 1.69663 1.95888 0.122
H 1.97158 2.02239 3.65923 0.599
H 3.04719 0.69118 3.21847 0.377
H 0.91420 -0.29855 3.87147 0.698
H -3.43518 -1.22564 -1.29457 0.486
H 3.19126 -1.99358 0.70610 0.693
H 0.54109 -2.42405 -3.51107 0.485
H 0.66322 -3.63847 -0.71495 0.402
H 1.45287 -1.41731 -1.14961 -0.283
C -2.06182 3.13862 0.41574 -0.851
N -0.59537 3.38621 0.43922 0.454
C 0.40334 2.67322 -0.14100 -0.485
Se 0.27559 1.33346 -1.30678 -0.357
N 1.59956 3.31091 0.12716 0.320
C 1.34868 4.46859 0.92323 0.546
C 2.18480 5.39212 1.40270 -0.973
C 1.59804 6.41178 2.12213 -0.491
C 0.22044 6.46776 2.33278 -0.697
C -0.63334 5.50219 1.82901 -0.683
C -0.04290 4.51418 1.12616 0.634
H -2.43860 3.01928 1.43333 0.378
H -2.26097 2.21575 -0.13854 0.036
H -2.57237 3.97275 -0.07527 0.385
H 2.52687 3.04550 -0.21151 0.322
H 3.24831 5.30746 1.20390 0.449
H 2.24657 7.20163 2.53250 0.377
H -0.21521 7.30001 2.90815 0.378
H -1.70977 5.51325 1.96125 0.479
```

Summary:
LUMO level (alpha / beta) (eV): -2.1405 / -2.1436
Kohn-Sham gap (alpha / beta) (eV): 4.5 / 4.6
Total charge: +1
Total energy (a.u.): -4496.1803
Max |F| (eV/A): 4.6

---

Record 4
This record from the Open Molecules 2025 dataset describes a molecular structure, C2HFeO3 in a non-equilibrium geometry. The level of theory is wB97M-V/def2-TZVPD.

The geometry in XYZ format:
```
7
Properties=species:S:1:pos:R:3:mulliken_spin:R:1
C 0.55279 0.04367 1.51555 0.804
O 0.84325 0.28339 0.08731 0.054
C -0.44070 0.01854 -0.23718 0.050
O -0.96662 -0.19788 0.90956 -0.036
O -0.74223 -0.41973 -1.35699 -0.003
Fe 0.36844 -0.79313 -2.83583 5.039
H 0.38507 1.06512 1.91758 0.091
```

Summary:
<S²>: 12.011
LUMO level (alpha / beta) (eV): -4.4678 / -7.8576
Kohn-Sham gap (alpha / beta) (eV): 8.1 / 7.9
Total charge: +1
Total energy (a.u.): -1565.7301
Max |F| (eV/A): 6.5
2S+1: 7

---

Look up the total energy of the fourth one.
-1565.7301 a.u.